{"formula": "C34H80BaBr6Cl2N5O7", "method": "the ωB97M-V functional and the def2-TZVPD basis", "species": ["Ba", "O", "C", "C", "O", "H", "H", "H", "H", "C", "C", "C", "C", "C", "C", "N", "O", "C", "C", "C", "H", "H", "H", "H", "H", "H", "H", "H", "H", "H", "H", "H", "H", "H", "H", "H", "H", "H", "Br", "C", "C", "Br", "H", "H", "H", "H", "Br", "C", "C", "Br", "H", "H", "H", "H", "Br", "C", "C", "Br", "H", "H", "H", "H", "C", "C", "C", "O", "C", "N", "H", "H", "H", "H", "H", "H", "H", "H", "H", "H", "H", "C", "C", "C", "O", "C", "N", "H", "H", "H", "H", "H", "H", "H", "H", "H", "H", "H", "C", "C", "C", "O", "C", "N", "H", "H", "H", "H", "H", "H", "H", "H", "H", "H", "H", "C", "C", "C", "O", "C", "N", "H", "H", "H", "H", "H", "H", "H", "H", "H", "H", "H", "C", "Cl", "Cl", "H", "H"], "positions_angstrom": [[6.476, -3.011, 4.869], [3.984, -7.953, -0.808], [3.922, -6.686, -1.457], [3.027, -6.434, -2.798], [1.806, -7.193, -2.835], [4.941, -6.395, -1.712], [3.609, -5.922, -0.745], [3.639, -6.955, -3.534], [2.914, -5.395, -3.107], [0.361, -0.538, 1.555], [1.089, 0.747, 1.135], [0.023, 1.530, 0.194], [-1.086, 2.295, 0.918], [-0.536, 3.191, 2.018], [0.491, 2.507, 3.005], [1.539, 1.615, 2.277], [2.679, 1.059, 3.057], [-0.337, 1.731, 4.125], [1.192, 3.716, 3.634], [2.263, 0.606, 0.112], [-0.377, -0.895, 0.836], [-0.233, -0.441, 2.464], [1.155, -1.239, 1.809], [-0.549, 0.858, -0.446], [0.524, 2.231, -0.474], [-1.845, 1.652, 1.364], [-1.595, 2.835, 0.120], [-1.483, 3.304, 2.547], [-0.270, 4.206, 1.725], [-1.153, 1.138, 3.713], [-0.984, 2.479, 4.585], [0.191, 1.223, 4.932], [0.447, 4.367, 4.091], [1.938, 4.250, 3.045], [1.890, 3.419, 4.416], [3.081, 0.037, 0.553], [2.484, 1.615, -0.235], [1.997, 0.050, -0.787], [-6.581, -1.548, 9.368], [-6.154, -0.018, 8.203], [-6.971, 1.273, 8.553], [-6.376, 2.642, 7.256], [-6.289, -0.479, 7.224], [-5.122, 0.264, 8.409], [-6.713, 1.521, 9.582], [-8.030, 1.076, 8.382], [8.691, 5.925, -1.854], [7.027, 5.178, -0.902], [7.173, 5.195, 0.640], [9.063, 4.727, 1.236], [6.987, 4.149, -1.258], [6.154, 5.719, -1.266], [6.613, 4.349, 1.041], [6.895, 6.093, 1.191], [-10.799, 5.429, -3.677], [-8.907, 5.939, -3.780], [-8.222, 5.057, -4.684], [-6.274, 5.236, -4.545], [-8.544, 6.025, -2.756], [-8.767, 6.998, -3.997], [-8.528, 5.262, -5.710], [-8.363, 3.984, -4.558], [12.262, 0.605, -2.465], [11.323, -0.331, -1.714], [9.866, -0.305, -2.281], [9.720, -1.190, -3.454], [8.493, -0.947, -4.161], [11.701, -1.739, -1.752], [11.940, 1.643, -2.548], [12.304, 0.167, -3.463], [13.231, 0.767, -1.994], [11.438, -0.058, -0.665], [9.768, 0.663, -2.772], [9.092, -0.293, -1.513], [7.985, -1.848, -4.506], [8.798, -0.399, -5.051], [7.723, -0.352, -3.669], [11.413, -2.157, -2.626], [11.208, -2.289, -1.063], [-7.772, -2.483, -3.039], [-7.405, -1.000, -2.680], [-8.292, -0.483, -1.395], [-7.687, 0.705, -0.835], [-8.472, 1.212, 0.201], [-6.048, -1.168, -2.306], [-8.795, -2.550, -3.411], [-7.747, -3.142, -2.172], [-7.091, -2.911, -3.775], [-7.577, -0.377, -3.558], [-8.258, -1.354, -0.740], [-9.348, -0.261, -1.550], [-8.737, 0.581, 1.049], [-9.444, 1.528, -0.177], [-7.943, 2.023, 0.702], [-5.845, -0.316, -1.805], [-5.938, -1.877, -1.596], [-0.605, -1.492, -7.962], [-1.470, -2.766, -7.922], [-0.934, -3.784, -9.027], [0.574, -3.791, -9.110], [1.107, -3.956, -10.418], [-1.383, -3.357, -6.587], [0.174, -1.468, -7.200], [-1.233, -0.628, -7.745], [-0.191, -1.395, -8.966], [-2.522, -2.618, -8.164], [-1.332, -3.436, -9.980], [-1.271, -4.820, -9.014], [2.171, -3.753, -10.300], [0.643, -3.341, -11.189], [0.957, -4.996, -10.709], [-1.854, -2.684, -6.000], [-0.408, -3.186, -6.385], [-0.170, -3.035, 9.282], [0.375, -4.051, 8.239], [-0.909, -4.822, 7.632], [-1.689, -3.994, 6.819], [-2.701, -4.628, 5.971], [1.034, -3.214, 7.233], [-0.832, -2.323, 8.789], [0.604, -2.421, 9.741], [-0.737, -3.501, 10.089], [1.068, -4.733, 8.731], [-1.549, -5.247, 8.405], [-0.529, -5.543, 6.909], [-3.052, -3.863, 5.278], [-3.503, -4.972, 6.624], [-2.418, -5.517, 5.409], [1.321, -2.344, 7.658], [0.365, -2.938, 6.529], [-2.013, 10.942, 2.869], [-0.704, 11.650, 1.809], [-3.601, 10.549, 2.167], [-1.604, 10.092, 3.416], [-2.217, 11.718, 3.606]], "mulliken_charge": [0.0570, -0.5075, -0.2343, -0.1580, -0.4832, 0.2478, 0.2409, 0.1890, 0.2797, -1.4315, 1.3182, -1.2694, -0.8322, -1.1566, 1.6875, 0.2884, -0.7439, -1.6986, -1.9054, -1.6249, 0.2840, 0.2568, 0.3675, 0.4192, 0.4215, 0.3074, 0.4053, 0.3824, 0.4359, 0.4050, 0.4836, 0.2282, 0.3739, 0.4500, 0.3985, 0.3609, 0.3854, 0.3714, -0.1638, -0.6893, -0.4855, -0.1511, 0.3841, 0.3751, 0.3717, 0.3587, -0.1558, -0.5317, -0.5212, -0.1306, 0.3061, 0.3759, 0.3128, 0.3442, -0.1669, -0.6203, -0.5935, -0.1551, 0.4009, 0.3953, 0.3668, 0.3733, -1.3433, 0.4064, -0.6363, -0.3716, -0.8002, -0.8132, 0.3447, 0.2666, 0.3493, 0.3649, 0.3747, 0.3761, 0.2626, 0.2888, 0.3304, 0.3376, 0.2616, -1.4525, 0.2372, -0.5941, -0.2911, -0.8156, -0.6845, 0.3621, 0.3759, 0.3681, 0.3192, 0.2750, 0.3937, 0.3341, 0.3194, 0.2729, 0.3021, 0.2777, -1.1821, 0.2444, -0.8594, -0.3274, -0.7116, -0.7469, 0.3406, 0.3588, 0.2580, 0.4145, 0.3783, 0.4614, 0.2341, 0.3156, 0.2885, 0.2665, 0.2668, -1.4553, 0.3592, -0.7016, -0.2799, -0.7587, -0.6895, 0.3528, 0.3772, 0.3628, 0.2596, 0.3826, 0.3893, 0.2323, 0.2974, 0.3008, 0.2569, 0.3157, -0.2420, -0.1531, -0.1368, 0.2877, 0.2441], "fmax_ev_per_a": 6.41, "lumo_energy_ha": -0.045, "energy_ev": -504313.5474, "orbital_gap_ev": 1.476, "charge": -1}

---

{"formula": "C3H9IO2Si", "method": "the ωB97M-V functional and the def2-TZVPD basis", "species": ["C", "C", "C", "O", "O", "Si", "I", "H", "H", "H", "H", "H", "H", "H", "H", "H"], "positions_angstrom": [[-1.301, -0.495, -2.244], [0.384, -1.598, 1.638], [1.328, 1.890, -0.260], [-0.953, 0.636, -1.512], [-0.204, -0.791, 0.529], [-0.026, 0.625, -0.176], [-0.545, 0.988, 3.902], [-2.253, -0.828, -1.749], [-0.587, -1.338, -2.173], [-1.697, -0.353, -3.231], [1.232, -2.219, 1.422], [-0.529, -2.163, 1.821], [0.535, -0.875, 2.589], [1.976, 1.731, 0.691], [1.848, 1.922, -1.178], [0.793, 2.866, -0.070]], "nbo_charge": [-0.2610, -0.2935, -1.1939, -0.9006, -0.9349, 2.2919, -0.8115, 0.1898, 0.1871, 0.2067, 0.1924, 0.2060, 0.2585, 0.2988, 0.2711, 0.2932], "fmax_ev_per_a": 4.00, "lumo_energy_ha": -0.048, "energy_ev": -23329.7065, "relative_energy_ev": 0.196, "orbital_gap_ev": 5.979, "charge": 0}

---

{"formula": "C4H10N2O", "method": "the ωB97M-V functional and the def2-TZVPD basis", "species": ["N", "C", "C", "C", "C", "N", "O", "H", "H", "H", "H", "H", "H", "H", "H", "H", "H"], "positions_angstrom": [[-0.814, 0.981, -1.609], [1.594, -1.826, -0.454], [0.346, -1.106, -0.948], [0.204, 0.416, -0.654], [-0.350, 0.701, 0.767], [0.213, -0.089, 1.860], [-1.358, 1.466, 1.031], [-1.548, 1.323, -0.980], [-1.227, 0.163, -2.049], [1.597, -2.878, -0.737], [1.625, -1.851, 0.626], [2.461, -1.264, -0.815], [0.381, -1.050, -2.052], [-0.559, -1.531, -0.521], [1.090, 1.074, -0.754], [-0.446, -0.675, 2.371], [0.705, 0.586, 2.441]], "nbo_charge": [-0.8704, -0.6158, -0.4160, -0.1249, 0.3089, -0.9438, -0.8388, 0.3938, 0.3174, 0.1795, 0.2295, 0.1906, 0.1727, 0.2021, 0.1540, 0.3234, 0.3378], "fmax_ev_per_a": 2.46, "lumo_energy_ha": [0.157, 0.155], "energy_ev": -9336.3734, "relative_energy_ev": 0.468, "orbital_gap_ev": [3.835, 7.648], "charge": -1, "spin_multiplicity": 2}

---

{"formula": "C19H32IN4O3Si2Tc", "method": "the ωB97M-V functional and the def2-TZVPD basis", "species": ["Tc", "N", "C", "C", "O", "O", "H", "H", "H", "H", "C", "Si", "C", "C", "C", "C", "C", "C", "C", "Si", "C", "C", "H", "H", "H", "H", "H", "H", "H", "H", "H", "H", "H", "H", "H", "H", "H", "H", "N", "H", "H", "H", "N", "C", "O", "C", "I", "H", "H", "H", "H", "C", "C", "C", "N", "C", "C", "H", "H", "H", "H", "H"], "positions_angstrom": [[0.434, -0.231, -0.072], [2.534, -0.831, -1.439], [2.916, 0.414, -2.122], [2.438, 1.575, -1.268], [3.127, 2.526, -1.003], [1.196, 1.420, -0.836], [3.229, -1.075, -0.744], [2.479, -1.611, -2.082], [2.399, 0.472, -3.081], [3.984, 0.512, -2.296], [-0.264, 0.071, 3.436], [-0.180, 1.168, 1.919], [1.090, 2.499, 2.237], [-1.854, 1.940, 1.652], [-2.427, 2.763, 2.627], [-3.676, 3.328, 2.431], [-4.370, 3.083, 1.250], [-3.809, 2.271, 0.276], [-2.548, 1.691, 0.466], [-1.806, 0.574, -0.834], [-1.594, 1.510, -2.430], [-3.044, -0.801, -1.137], [-0.379, 0.712, 4.316], [0.650, -0.515, 3.581], [-1.126, -0.602, 3.411], [0.585, 3.328, 2.742], [1.520, 2.894, 1.314], [1.888, 2.148, 2.896], [-1.896, 2.969, 3.552], [-4.111, 3.962, 3.194], [-5.345, 3.526, 1.092], [-4.362, 2.091, -0.642], [-2.550, 1.977, -2.688], [-1.302, 0.861, -3.260], [-0.845, 2.296, -2.320], [-4.017, -0.327, -1.305], [-3.161, -1.474, -0.282], [-2.804, -1.393, -2.021], [-0.224, -1.980, 1.059], [0.229, -1.967, 1.969], [0.100, -2.809, 0.568], [-1.225, -2.067, 1.206], [3.829, 0.693, 1.471], [3.376, -0.505, 1.843], [2.307, -0.993, 1.435], [4.236, -1.277, 2.798], [3.587, -0.849, 4.787], [3.272, 1.322, 0.907], [4.691, 1.058, 1.840], [5.284, -1.003, 2.745], [4.103, -2.341, 2.648], [-0.847, -3.643, -4.217], [-1.220, -4.081, -2.957], [-0.895, -3.300, -1.862], [-0.225, -2.148, -1.949], [0.114, -1.731, -3.175], [-0.172, -2.438, -4.329], [-1.085, -4.227, -5.097], [-1.763, -5.006, -2.821], [-1.208, -3.616, -0.872], [0.613, -0.770, -3.233], [0.120, -2.046, -5.294]], "nbo_charge": [0.8271, -0.8503, -0.3379, 0.7719, -0.5849, -0.7232, 0.3888, 0.3936, 0.2210, 0.2223, -1.1562, 1.4332, -1.1549, -0.5111, -0.1316, -0.2145, -0.1946, -0.1873, -0.4900, 1.3994, -1.1349, -1.1271, 0.2569, 0.2331, 0.2315, 0.2570, 0.2616, 0.2335, 0.1978, 0.2212, 0.2217, 0.2057, 0.2498, 0.2287, 0.2590, 0.2520, 0.2239, 0.2320, -0.9990, 0.4294, 0.4033, 0.4134, -0.7792, 0.6695, -0.7216, -0.6185, 0.1669, 0.4336, 0.4191, 0.2438, 0.2570, -0.1387, -0.2378, 0.0448, -0.5102, 0.0292, -0.2314, 0.2381, 0.2402, 0.1880, 0.1973, 0.2386], "fmax_ev_per_a": 0.79, "lumo_energy_ha": [-0.097, -0.119], "energy_ev": -58377.3406, "relative_energy_ev": 0.570, "orbital_gap_ev": [8.712, 8.109], "charge": 1, "spin_multiplicity": 4}

---

{"formula": "C40H48N8NaO4SSb", "method": "the ωB97M-V functional and the def2-TZVPD basis", "species": ["Na", "O", "C", "N", "C", "C", "C", "C", "C", "C", "N", "C", "O", "C", "C", "C", "C", "C", "N", "C", "C", "C", "C", "C", "N", "H", "H", "H", "H", "H", "H", "H", "H", "H", "H", "H", "H", "N", "C", "C", "C", "C", "C", "C", "S", "O", "O", "N", "C", "N", "C", "C", "C", "N", "H", "H", "H", "H", "H", "H", "H", "H", "H", "C", "C", "C", "C", "Sb", "C", "C", "C", "C", "C", "C", "C", "C", "H", "H", "H", "H", "H", "H", "H", "H", "H", "H", "H", "H", "H", "H", "H", "H", "H", "H", "H", "H", "H", "H", "H", "H", "H", "H", "H"], "positions_angstrom": [[0.508, 1.051, -0.017], [3.263, -2.262, 1.445], [2.402, -1.357, 1.461], [2.264, -0.316, 0.668], [3.283, 0.079, -0.162], [4.608, 0.138, 0.275], [5.609, 0.691, -0.502], [5.306, 1.199, -1.754], [4.009, 1.140, -2.220], [2.979, 0.585, -1.456], [1.668, 0.607, -1.840], [1.293, 0.777, -3.092], [1.931, 0.658, -4.157], [-0.148, 1.201, -3.174], [-0.559, 1.849, -4.343], [-1.860, 2.292, -4.446], [-2.704, 2.114, -3.359], [-2.198, 1.476, -2.236], [-0.971, 1.000, -2.149], [1.318, -1.460, 2.507], [1.291, -2.616, 3.299], [0.335, -2.748, 4.281], [-0.563, -1.704, 4.470], [-0.444, -0.591, 3.648], [0.461, -0.462, 2.698], [4.835, -0.226, 1.269], [6.625, 0.737, -0.123], [6.081, 1.652, -2.367], [3.762, 1.551, -3.188], [0.160, 1.963, -5.143], [-2.216, 2.760, -5.358], [-3.732, 2.444, -3.393], [-2.816, 1.324, -1.364], [2.022, -3.384, 3.089], [0.278, -3.647, 4.888], [-1.326, -1.755, 5.239], [-1.115, 0.254, 3.772], [-0.561, 6.243, 5.820], [-0.691, 5.493, 4.642], [-1.876, 5.542, 3.907], [-1.983, 4.856, 2.711], [-0.922, 4.102, 2.246], [0.256, 4.039, 2.966], [0.375, 4.737, 4.157], [-1.067, 3.224, 0.669], [0.278, 3.157, 0.146], [-2.008, 3.978, -0.132], [-1.511, 1.715, 0.908], [-2.600, 1.409, 1.568], [-2.989, 0.109, 1.535], [-4.042, -0.217, 2.236], [-4.783, 0.689, 2.993], [-4.340, 2.001, 2.931], [-3.280, 2.366, 2.251], [-1.440, 6.420, 6.289], [0.147, 5.889, 6.449], [-2.707, 6.128, 4.280], [-2.886, 4.882, 2.125], [1.069, 3.448, 2.569], [1.300, 4.711, 4.722], [-4.318, -1.266, 2.184], [-5.650, 0.404, 3.571], [-4.862, 2.806, 3.450], [-2.280, -3.713, 1.339], [-1.367, -4.248, 0.244], [-1.979, -5.522, -0.332], [-0.026, -4.594, 0.869], [-0.944, -2.433, -1.153], [-2.889, -2.508, -2.401], [-2.664, -1.715, -3.680], [-3.456, -3.870, -2.783], [-3.891, -1.765, -1.531], [0.638, -3.327, -2.539], [0.670, -2.510, -3.819], [1.948, -3.097, -1.804], [0.478, -4.799, -2.900], [-2.370, -4.436, 2.156], [-3.281, -3.521, 0.956], [-1.891, -2.782, 1.743], [-1.867, -6.342, 0.383], [-1.495, -5.823, -1.256], [-3.041, -5.394, -0.517], [-0.156, -5.271, 1.720], [0.473, -3.698, 1.225], [0.623, -5.084, 0.149], [-2.136, -2.315, -4.416], [-2.083, -0.819, -3.492], [-3.624, -1.413, -4.112], [-2.686, -4.530, -3.177], [-4.221, -3.748, -3.557], [-3.928, -4.348, -1.930], [-3.531, -0.762, -1.326], [-4.023, -2.263, -0.574], [-4.865, -1.696, -2.023], [0.598, -1.448, -3.605], [-0.136, -2.788, -4.494], [1.618, -2.670, -4.338], [2.094, -2.036, -1.618], [2.789, -3.452, -2.405], [1.985, -3.603, -0.844], [-0.481, -4.981, -3.387], [0.565, -5.439, -2.025], [1.265, -5.088, -3.603]], "nbo_charge": [0.8714, -0.7499, 0.5656, -0.6967, 0.2158, -0.2515, -0.2665, -0.2655, -0.2412, 0.0966, -0.6907, 0.5751, -0.7418, 0.1327, -0.1967, -0.2052, -0.2703, 0.0512, -0.4424, 0.1483, -0.2443, -0.2006, -0.2797, 0.0331, -0.4002, 0.2035, 0.1776, 0.1784, 0.2246, 0.2287, 0.1925, 0.2008, 0.1978, 0.2446, 0.1944, 0.1980, 0.1834, -0.8118, 0.1649, -0.2973, -0.1226, -0.3615, -0.0931, -0.3060, 2.3200, -0.9952, -0.9749, -0.9231, 0.5560, -0.4841, 0.0883, -0.4054, 0.0883, -0.5411, 0.3659, 0.3685, 0.1917, 0.2452, 0.2386, 0.1989, 0.1791, 0.2006, 0.1688, -0.6324, -0.3347, -0.6328, -0.6368, 1.2351, -0.3305, -0.6315, -0.6308, -0.6309, -0.3365, -0.6303, -0.6421, -0.6298, 0.1811, 0.1889, 0.2305, 0.1819, 0.2063, 0.1944, 0.1812, 0.2303, 0.2010, 0.1977, 0.2304, 0.1819, 0.2005, 0.1830, 0.1958, 0.2263, 0.1970, 0.1797, 0.2348, 0.1835, 0.2023, 0.2462, 0.1907, 0.2127, 0.1892, 0.1970, 0.1898], "fmax_ev_per_a": 1.41, "lumo_energy_ha": 0.138, "energy_ev": -84162.5221, "relative_energy_ev": 1.309, "orbital_gap_ev": 4.835, "charge": -2}